Entry P
Entry from the OMol25 dataset: 2 unconnected molecules or ions with the total composition C3H10N2S (the ωB97M-V functional and the def2-TZVPD basis).

SMILES   [H]/N=C/N.CSC
Gap between HOMO and LUMO   9.186 eV
HOMO   -0.3055 hartree
Charge   0

Positions of all 16 atoms, in Å:
H: 1.5935 1.0825 -2.5662
N: 0.8128 0.4561 -2.4067
C: 1.2302 -0.7415 -2.3615
N: 0.3913 -1.7947 -2.1685
H: 2.2784 -1.0232 -2.4342
H: 0.6980 -2.7462 -2.2038
H: -0.5813 -1.6125 -1.9862
C: -1.7611 0.8922 2.6649
S: 0.0005 0.4377 2.7298
C: 0.3372 0.5172 0.9670
H: -2.2900 0.1526 2.0712
H: -1.8539 1.8967 2.2626
H: -2.1234 0.8715 3.6816
H: 1.3858 0.3111 0.7876
H: -0.2358 -0.2104 0.3866
H: 0.1177 1.5111 0.5756

Mulliken atomic charge list, values in e, 8 entries: number 1, H, carries 0.24; number 2, N, carries -0.67; number 3, C, carries 0.10; number 4, N, carries -0.39; number 5, H, carries 0.34; number 6, H, carries 0.18; number 7, H, carries 0.23; number 8, C, carries -0.81

Entry Q
Entry from the OMol25 dataset: C3H10N2S in the gas phase (the ωB97M-V functional and the def2-TZVPD basis).

SMILES   NC[C@H](N)CS
Gap between HOMO and LUMO   10.154 eV
HOMO   -0.3415 hartree
Charge   0

Positions of all 16 atoms, in Å:
N: 1.4926 1.2576 -1.5020
C: 0.6794 0.1078 -1.2035
C: -0.1353 0.2441 0.0587
N: 0.9148 0.5730 1.0764
C: -1.0958 -0.9267 0.4672
S: -2.7690 -0.2779 1.2089
H: 1.6697 1.8080 -0.6393
H: 2.3854 0.8796 -1.5534
H: 1.2353 -0.9710 -1.0792
H: -0.0656 -0.1128 -1.9671
H: -0.8375 1.1460 -0.0444
H: 0.3306 0.7778 1.9035
H: 1.5985 -0.1936 1.2740
H: -0.5057 -1.5661 1.0818
H: -1.4794 -1.3224 -0.4962
H: -3.4181 -1.4235 1.4145

Mulliken atomic charge list, values in e, 8 entries: number 1, N, carries -0.66; number 2, C, carries -0.69; number 3, C, carries 0.10; number 4, N, carries -0.65; number 5, C, carries -0.74; number 6, S, carries -0.23; number 7, H, carries 0.34; number 8, H, carries 0.26

Most stable to least stable, the ends of the list are entry P and entry Q.